1.
Here is a structure of composition C24H25Cl2MoN4O2S2 at a distorted geometry from OMol25. Energies are from ωB97M-V/def2-TZVPD.

Element x y z (Å)
1 Mo 0.059 0.716 0.287
2 C 2.243 -1.362 -0.244
3 N 1.488 -0.910 0.947
4 C 0.676 -2.023 1.544
5 C -0.822 -1.907 1.369
6 C -1.632 -2.993 1.633
7 C -3.008 -2.836 1.592
8 C -3.537 -1.591 1.302
9 C -2.670 -0.555 1.018
10 N -1.335 -0.707 1.029
11 C 2.420 -0.374 1.963
12 C 1.580 0.283 3.008
13 C 1.919 0.342 4.341
14 C 1.039 0.948 5.224
15 C -0.155 1.450 4.740
16 C -0.419 1.369 3.388
17 N 0.437 0.800 2.526
18 C 1.241 -1.766 -1.272
19 C 1.443 -2.782 -2.179
20 C 0.427 -3.090 -3.070
21 C -0.766 -2.398 -2.977
22 C -0.892 -1.397 -2.034
23 N 0.109 -1.049 -1.215
24 H 2.916 -2.187 0.004
25 H 2.836 -0.517 -0.601
26 H 0.854 -2.017 2.620
27 H 1.026 -2.988 1.178
28 H -1.186 -3.949 1.879
29 H -3.659 -3.679 1.792
30 H -4.605 -1.417 1.279
31 H -3.034 0.429 0.753
32 H 3.065 0.355 1.476
33 H 3.043 -1.165 2.386
34 H 2.857 -0.079 4.678
35 H 1.285 1.023 6.276
36 H -0.873 1.928 5.391
37 H -1.309 1.805 2.960
38 H 2.382 -3.321 -2.184
39 H 0.561 -3.871 -3.808
40 H -1.602 -2.624 -3.626
41 H -1.807 -0.831 -1.937
42 C -2.386 2.323 -3.769
43 C -1.256 1.822 -2.900
44 S -1.656 1.624 -1.262
45 C 0.006 1.599 -3.490
46 C 0.154 1.857 -4.974
47 S 1.360 1.123 -2.643
48 H -3.284 2.504 -3.186
49 H -2.623 1.599 -4.554
50 H -2.104 3.253 -4.267
51 H 0.114 2.931 -5.177
52 H -0.650 1.393 -5.548
53 H 1.107 1.482 -5.334
54 Cl 1.298 4.107 -1.143
55 C 1.586 2.893 0.100
56 Cl 3.286 2.852 0.568
57 C 0.621 3.201 1.273
58 O 0.987 3.823 2.231
59 O -0.547 2.643 1.040
60 H 1.394 1.909 -0.404

The total charge is +1. For the LUMO energy (spin up / spin down), the calculation gives -4.6 / -4.6 eV. The value obtained for the energy relative to the best compared isomer or geometry (same formula, charge and spin) is 393.3 kJ/mol. The electronic energy comes out at -83914.5329 eV. The calculation puts the HOMO-LUMO gap (spin up / spin down) at 0.179 / 0.174 Eh.

***

2.
Here is a cluster of 2 separate species, C11H11NO in total at a distorted geometry from OMol25. Energies are from ωB97M-V/def2-TZVPD.

Element x y z (Å)
1 C -2.894 1.785 -0.431
2 C -1.865 0.337 -0.329
3 C -1.420 -0.284 0.829
4 C -0.226 -0.843 1.152
5 C -0.117 -1.603 2.453
6 C 0.705 -0.789 0.307
7 C 2.357 -0.748 0.577
8 C 3.154 -0.556 -0.530
9 C 2.448 -0.261 -1.819
10 C 0.299 -0.088 -0.999
11 C -0.912 0.463 -1.313
12 H -3.438 2.489 0.753
13 H -2.432 2.785 -0.963
14 H -3.738 1.419 -1.043
15 H -1.932 -0.069 1.825
16 H 0.702 -1.161 3.192
17 H -0.953 -1.693 3.040
18 H 0.340 -2.505 1.977
19 H 2.954 -0.794 1.731
20 H 4.372 -0.549 -0.674
21 H 3.089 0.128 -2.561
22 H -0.392 1.228 -2.885
23 N 1.182 0.077 -2.078
24 O -1.283 1.232 -2.211

For the LUMO energy, the calculation gives 0.1 eV. The value obtained for the energy relative to the best compared isomer or geometry (same formula, charge and spin) is 776.5 kJ/mol. The electronic energy comes out at -15114.9202 eV. The calculation puts the HOMO-LUMO gap at 0.295 Eh.

***

3.
Here is the molecule CH4N4 at a distorted geometry from OMol25. Energies are from ωB97M-V/def2-TZVPD.

Element x y z (Å)
1 C -0.439 0.789 -0.074
2 N 1.144 1.187 0.062
3 N 1.835 0.240 -0.012
4 N -0.551 -0.577 -0.176
5 N 1.498 -0.946 0.010
6 H -0.754 1.245 0.797
7 H -0.523 1.416 -1.040
8 H -0.730 -0.960 0.744
9 H 2.162 -1.715 0.041

For the LUMO energy, the calculation gives -0.2 eV. The value obtained for the energy relative to the best compared isomer or geometry (same formula, charge and spin) is 534.1 kJ/mol. The electronic energy comes out at -7057.4493 eV. The calculation puts the HOMO-LUMO gap at 0.335 Eh.

***

4.
Here is a structure of composition C47H47MoN8OPS4 from OMol25. Energies are from ωB97M-V/def2-TZVPD.

Element x y z (Å)
1 Mo -1.030 -0.208 0.206
2 C 3.313 -3.609 -3.229
3 S 1.778 -2.786 -3.665
4 C 0.839 -2.687 -2.129
5 S 1.344 -3.367 -0.684
6 N -0.275 -2.074 -2.450
7 N -1.168 -1.736 -1.472
8 C -2.384 -2.044 -1.762
9 C -3.473 -1.552 -0.938
10 C -4.791 -1.961 -1.126
11 C -5.777 -1.449 -0.306
12 C -5.430 -0.540 0.686
13 C -4.105 -0.173 0.814
14 N -3.150 -0.663 0.018
15 H 3.396 -4.554 -3.764
16 H 4.154 -2.959 -3.466
17 H 3.290 -3.796 -2.153
18 H -2.598 -2.634 -2.647
19 H -5.019 -2.670 -1.910
20 H -6.807 -1.754 -0.437
21 H -6.169 -0.110 1.347
22 H -3.760 0.539 1.554
23 O 1.033 -0.257 0.668
24 N 1.492 -1.034 1.645
25 C 2.822 -0.949 1.860
26 C 3.446 -1.693 2.818
27 C 2.672 -2.571 3.583
28 C 1.329 -2.660 3.339
29 C 0.695 -1.890 2.343
30 S -0.975 -2.025 2.023
31 H 3.321 -0.281 1.175
32 H 4.514 -1.603 2.946
33 H 3.128 -3.186 4.349
34 H 0.699 -3.340 3.895
35 C 2.200 2.895 -3.339
36 N 2.047 1.875 -2.329
37 C 1.891 2.454 -1.009
38 C 1.009 0.865 -2.602
39 C -0.409 1.401 -2.581
40 C -0.847 2.130 -3.690
41 C -2.068 2.787 -3.694
42 C -2.862 2.721 -2.557
43 C -2.446 1.956 -1.476
44 C -1.236 1.239 -1.452
45 H 3.112 3.465 -3.135
46 H 1.363 3.610 -3.384
47 H 2.307 2.430 -4.323
48 H 2.755 3.090 -0.786
49 H 1.835 1.652 -0.269
50 H 0.985 3.073 -0.907
51 H 1.132 0.085 -1.848
52 H 1.224 0.409 -3.574
53 H -0.217 2.177 -4.573
54 H -2.390 3.345 -4.566
55 H -3.811 3.247 -2.518
56 H -3.096 1.916 -0.607
57 N 5.230 1.798 -0.971
58 C 4.925 0.811 -1.891
59 S 4.247 -0.618 -1.434
60 N 5.278 1.192 -3.150
61 C 5.132 0.474 -4.356
62 C 3.993 -0.273 -4.627
63 C 3.884 -0.925 -5.845
64 C 4.887 -0.825 -6.800
65 C 6.017 -0.068 -6.527
66 C 6.144 0.573 -5.305
67 H 4.835 1.607 -0.064
68 H 5.073 2.746 -1.283
69 H 5.927 1.962 -3.195
70 H 3.213 -0.354 -3.885
71 H 2.998 -1.519 -6.036
72 H 4.788 -1.336 -7.749
73 H 6.810 0.016 -7.260
74 H 7.036 1.149 -5.080
75 N -1.332 1.267 1.584
76 P -1.537 2.357 2.609
77 C -0.303 3.707 2.518
78 C -0.531 5.031 2.878
79 C 0.490 5.969 2.786
80 C 1.745 5.586 2.334
81 C 1.976 4.266 1.965
82 C 0.955 3.332 2.052
83 C -1.463 1.868 4.374
84 C -1.368 2.778 5.425
85 C -1.319 2.331 6.737
86 C -1.361 0.968 7.009
87 C -1.448 0.058 5.966
88 C -1.499 0.506 4.652
89 C -3.140 3.237 2.491
90 C -3.377 3.986 1.336
91 C -4.626 4.536 1.097
92 C -5.660 4.338 2.006
93 C -5.436 3.591 3.152
94 C -4.181 3.043 3.394
95 H -1.514 5.339 3.216
96 H 0.303 7.001 3.059
97 H 2.540 6.318 2.259
98 H 2.950 3.968 1.597
99 H 1.103 2.302 1.739
100 H -1.325 3.841 5.221
101 H -1.242 3.045 7.549
102 H -1.317 0.619 8.034
103 H -1.470 -1.006 6.169
104 H -1.545 -0.196 3.825
105 H -2.581 4.113 0.610
106 H -4.797 5.110 0.194
107 H -6.638 4.762 1.815
108 H -6.239 3.431 3.862
109 H -4.013 2.457 4.290

The total charge is -1. For the LUMO energy (spin up / spin down), the calculation gives 2.3 / 2.0 eV. The value obtained for the energy relative to the best compared isomer or geometry (same formula, charge and spin) is 0.0 kJ/mol. The electronic energy comes out at -117957.3131 eV. The calculation puts the HOMO-LUMO gap (spin up / spin down) at 0.219 / 0.240 Eh. Its spin multiplicity is 4.

***

The lowest energy relative to the best compared isomer or geometry (same formula, charge and spin) belongs to which entry?
C47H47MoN8OPS4

***

The highest electronic energy belongs to which entry?
CH4N4